1.
{"formula": "C36H40As2Cl2NScSi", "method": "the ωB97M-V functional and the def2-TZVPD basis", "molar_mass_da": 780.52, "charge": 2, "max_force_ha_per_bohr": 0.0119, "e_homo_ev": -13.79, "relative_energy_kj_mol": 0.0, "symbols": ["Sc", "C", "C", "As", "C", "C", "C", "C", "C", "C", "C", "C", "C", "C", "C", "C", "As", "C", "C", "C", "C", "C", "C", "C", "C", "C", "C", "C", "C", "H", "H", "H", "H", "H", "H", "H", "H", "H", "H", "H", "H", "H", "H", "H", "H", "H", "H", "H", "H", "H", "H", "H", "H", "Cl", "C", "Cl", "H", "H", "C", "Si", "C", "C", "N", "C", "C", "C", "C", "C", "C", "H", "H", "H", "H", "H", "H", "H", "H", "H", "H", "H", "H", "H", "H"], "xyz": [[-0.6110, 0.7653, -0.6630], [2.1814, -0.1867, 2.0180], [2.8957, 0.4179, 0.8159], [2.0265, -0.1193, -0.8552], [2.3452, -2.0093, -0.9332], [1.2685, -2.8864, -0.9966], [1.4979, -4.2554, -1.0533], [2.7980, -4.7368, -1.0480], [3.8738, -3.8575, -0.9896], [3.6522, -2.4911, -0.9348], [3.1468, 0.6101, -2.2395], [3.0132, 0.0771, -3.5201], [3.7778, 0.5803, -4.5601], [4.6711, 1.6189, -4.3246], [4.8018, 2.1506, -3.0513], [4.0389, 1.6492, -2.0030], [0.2484, 0.0932, 1.9486], [0.0150, 1.9966, 2.1933], [-1.2441, 2.4865, 1.8444], [-1.5385, 3.8408, 1.9803], [-0.5573, 4.7076, 2.4361], [0.7092, 4.2268, 2.7608], [0.9975, 2.8762, 2.6433], [-0.4208, -0.6926, 3.5722], [-1.1320, 0.0610, 4.4981], [-1.6109, -0.5507, 5.6488], [-1.3760, -1.8991, 5.8720], [-0.6589, -2.6466, 4.9470], [-0.1838, -2.0476, 3.7908], [2.5584, 0.2174, 2.9585], [2.3247, -1.2685, 2.0481], [3.9365, 0.0932, 0.7735], [2.8924, 1.5092, 0.8573], [0.2503, -2.5105, -1.0030], [0.6640, -4.9427, -1.1074], [2.9783, -5.8023, -1.0965], [4.8861, -4.2384, -0.9932], [4.4966, -1.8114, -0.9113], [2.3380, -0.7524, -3.7051], [3.6862, 0.1573, -5.5515], [5.2729, 2.0069, -5.1352], [5.5054, 2.9512, -2.8667], [4.1648, 2.0712, -1.0131], [-2.0399, 1.7977, 1.5496], [-2.5303, 4.2090, 1.7497], [-0.7801, 5.7598, 2.5568], [1.4656, 4.9080, 3.1277], [1.9780, 2.5139, 2.9265], [-1.3105, 1.1172, 4.3405], [-2.1626, 0.0311, 6.3749], [-1.7479, -2.3692, 6.7722], [-0.4698, -3.6964, 5.1265], [0.3715, -2.6423, 3.0742], [0.8268, 3.1984, -1.1628], [-0.6388, 4.2039, -1.3291], [-2.0573, 3.1370, -1.4434], [-0.5586, 4.7729, -2.2476], [-0.7268, 4.8218, -0.4440], [-3.8099, -0.7070, 1.5458], [-3.0641, -1.6503, 0.1197], [-1.9292, -2.9902, 0.7429], [-4.3634, -2.3686, -1.0010], [-2.0540, -0.5017, -0.8220], [-2.3555, -0.0246, -2.1161], [-3.6017, 0.5135, -2.4774], [-3.7536, 1.1397, -3.6991], [-2.6683, 1.3022, -4.5718], [-1.4342, 0.7912, -4.2314], [-1.2840, 0.1132, -3.0181], [-4.4963, -1.3498, 2.1024], [-4.3774, 0.1662, 1.2147], [-3.0465, -0.3756, 2.2562], [-2.3851, -3.4838, 1.6048], [-0.9589, -2.6048, 1.0577], [-1.7540, -3.7530, -0.0186], [-4.7923, -3.2532, -0.5246], [-3.9467, -2.6853, -1.9593], [-5.1837, -1.6784, -1.2000], [-4.4356, 0.4296, -1.7927], [-4.7245, 1.5283, -3.9780], [-2.8058, 1.8058, -5.5186], [-0.5977, 0.8698, -4.9134], [-0.3773, -0.4549, -2.8255]], "lowdin_charge": [0.553, -0.395, -0.406, 1.218, -0.393, -0.118, -0.059, -0.050, -0.051, -0.090, -0.409, -0.111, -0.057, -0.054, -0.060, -0.117, 1.265, -0.429, -0.193, -0.083, -0.053, -0.037, -0.081, -0.386, -0.098, -0.054, -0.051, -0.056, -0.119, 0.089, 0.076, 0.090, 0.054, 0.069, 0.113, 0.118, 0.118, 0.113, 0.106, 0.116, 0.117, 0.116, 0.096, 0.087, 0.123, 0.123, 0.122, 0.109, 0.101, 0.117, 0.118, 0.117, 0.101, 0.635, -0.826, 0.707, 0.057, 0.032, -0.154, 0.434, -0.161, -0.155, -0.175, -0.443, -0.062, -0.046, -0.057, -0.052, -0.130, 0.050, 0.038, 0.006, 0.051, -0.015, 0.039, 0.049, 0.048, 0.034, 0.116, 0.125, 0.119, 0.121, 0.084]}

---

2.
{"formula": "C36H40ClIN9O4Rb", "method": "the ωB97M-V functional and the def2-TZVPD basis", "molar_mass_da": 910.60, "charge": -2, "max_force_ha_per_bohr": 0.0151, "e_homo_ev": -2.73, "relative_energy_kj_mol": 30.0, "symbols": ["Rb", "O", "C", "C", "C", "C", "C", "C", "C", "N", "C", "C", "N", "C", "C", "C", "C", "C", "C", "C", "O", "H", "H", "H", "H", "H", "H", "H", "H", "H", "H", "H", "H", "H", "H", "C", "C", "C", "C", "C", "O", "C", "C", "C", "C", "C", "C", "Cl", "C", "C", "C", "N", "C", "N", "C", "N", "H", "H", "H", "H", "H", "H", "H", "H", "H", "H", "H", "H", "H", "H", "H", "H", "H", "H", "H", "H", "H", "H", "N", "C", "O", "C", "I", "H", "H", "H", "H", "N", "C", "N", "C", "N"], "xyz": [[0.3789, -1.7327, 1.3873], [-1.9929, -1.1368, 2.2133], [-2.8041, -0.7319, 3.1148], [-4.1593, -1.1830, 3.1565], [-5.0804, -0.6793, 4.0478], [-4.7265, 0.3076, 4.9700], [-3.4139, 0.7511, 4.9727], [-2.4468, 0.2305, 4.1153], [-1.0742, 0.7709, 4.2435], [0.0283, 0.1691, 4.4236], [0.0372, -1.2760, 4.5549], [1.3964, -1.8003, 5.0012], [2.4855, -1.3715, 4.1338], [3.3409, -2.2169, 3.7394], [3.3786, -3.6925, 3.9132], [4.4358, -4.2785, 4.5970], [4.5461, -5.6552, 4.7387], [3.5678, -6.4540, 4.1457], [2.5237, -5.9007, 3.4345], [2.3749, -4.4914, 3.2688], [1.4436, -3.9767, 2.5619], [-4.4508, -1.9302, 2.4257], [-6.1009, -1.0488, 4.0178], [-5.4548, 0.7184, 5.6580], [-3.1103, 1.5225, 5.6762], [-1.0085, 1.8644, 4.2416], [-0.2543, -1.7610, 3.6266], [-0.7213, -1.5974, 5.2810], [1.3373, -2.8887, 5.1024], [1.6159, -1.3738, 5.9861], [4.1849, -1.7882, 3.1801], [5.1908, -3.6318, 5.0369], [5.3702, -6.0938, 5.2869], [3.6327, -7.5344, 4.2334], [1.7778, -6.5307, 2.9623], [-1.0482, 4.5636, -5.6032], [-0.1443, 3.3646, -5.2884], [1.2751, 3.8749, -5.0124], [-0.0970, 2.4836, -6.5453], [-0.7399, 2.5584, -4.0744], [-1.9775, 2.0269, -4.5363], [-0.9857, 3.5034, -2.8791], [-1.3407, 2.9434, -1.4930], [-2.6009, 2.1154, -1.3494], [-2.6694, 1.1205, -0.3810], [-3.8115, 0.3501, -0.1971], [-4.9099, 0.6041, -0.9938], [-6.3580, -0.3604, -0.8084], [-4.8931, 1.6107, -1.9458], [-3.7406, 2.3609, -2.1146], [0.2357, 1.4204, -3.7293], [-0.3230, 0.3736, -2.8966], [0.1482, -0.0576, -1.7273], [-0.5364, -1.1068, -1.3185], [-1.4521, -1.2698, -2.3001], [-1.3583, -0.4063, -3.2916], [-0.7291, 5.0214, -6.5427], [-0.9925, 5.3313, -4.8314], [-2.0869, 4.2481, -5.7104], [1.6389, 4.4085, -5.8943], [1.9767, 3.0635, -4.8155], [1.3213, 4.5656, -4.1708], [0.1533, 3.1071, -7.4071], [-1.0591, 2.0080, -6.7253], [0.6673, 1.7072, -6.4845], [-2.1194, 1.1438, -4.1558], [-1.7771, 4.1903, -3.1837], [-0.0891, 4.1099, -2.7332], [-1.4459, 3.8188, -0.8424], [-0.4958, 2.3955, -1.0718], [-1.8216, 0.9088, 0.2590], [-3.8104, -0.4293, 0.5532], [-5.7687, 1.7936, -2.5542], [-3.7223, 3.1236, -2.8805], [1.0985, 1.8049, -3.1848], [0.5889, 0.9486, -4.6454], [0.9988, 0.4024, -1.2395], [-2.2072, -2.0387, -2.2888], [3.5957, -1.6231, 0.0967], [3.1360, -2.7488, -0.4982], [2.4001, -2.7357, -1.4676], [3.5528, -4.0392, 0.1846], [4.3455, -5.4289, -1.2190], [3.2621, -0.7111, -0.2122], [4.0804, -1.6802, 0.9746], [2.6736, -4.4959, 0.6352], [4.3098, -3.9060, 0.9516], [5.4694, 4.7246, -0.3332], [4.5611, 4.1294, -0.7446], [3.5182, 3.5405, -1.3072], [3.1430, 2.3721, -0.8661], [2.7127, 1.3177, -0.6080]], "lowdin_charge": [0.930, -0.295, -0.434, -0.048, -0.131, -0.148, -0.085, -0.159, -0.144, 0.059, -0.270, -0.220, 0.058, -0.157, -0.179, -0.082, -0.149, -0.135, -0.038, -0.467, -0.235, 0.100, 0.087, 0.074, 0.100, 0.108, 0.002, 0.130, 0.110, 0.115, 0.103, 0.102, 0.074, 0.086, 0.100, -0.054, -0.521, -0.042, -0.053, -0.425, -0.027, -0.107, -0.116, -0.210, -0.028, -0.079, -0.658, 0.619, -0.112, -0.044, -0.032, -0.093, -0.174, 0.031, -0.195, 0.108, 0.079, 0.078, 0.089, 0.085, 0.084, 0.081, 0.079, 0.085, 0.075, 0.062, 0.105, 0.115, 0.125, 0.102, 0.113, 0.087, 0.096, 0.105, 0.133, 0.127, 0.072, 0.115, 0.179, -0.697, -0.006, -0.571, 0.769, 0.049, 0.079, 0.038, 0.043, 0.041, -0.466, 0.015, -0.400, 0.086]}

---

3.
{"formula": "C36H40F3N2O", "method": "the ωB97M-V functional and the def2-TZVPD basis", "molar_mass_da": 573.72, "charge": -1, "max_force_ha_per_bohr": 0.0558, "e_homo_ev": -3.23, "relative_energy_kj_mol": 25.5, "symbols": ["C", "C", "C", "C", "C", "C", "C", "C", "C", "C", "C", "C", "N", "C", "C", "C", "C", "C", "C", "C", "C", "C", "C", "C", "C", "C", "C", "C", "O", "H", "H", "H", "H", "H", "H", "H", "H", "H", "H", "H", "H", "H", "H", "H", "H", "H", "H", "H", "H", "H", "H", "H", "H", "H", "H", "H", "H", "H", "H", "H", "H", "H", "H", "H", "F", "C", "F", "F", "C", "C", "C", "C", "C", "C", "N", "C", "C", "H", "H", "H", "H", "H"], "xyz": [[5.5361, -0.9423, 0.9055], [4.7692, -1.6957, 2.0039], [4.6412, -3.1534, 1.5774], [5.5583, -1.6290, 3.3168], [3.3763, -1.0498, 2.1756], [2.2210, -1.6706, 1.8096], [0.9328, -1.0316, 1.8965], [-0.1996, -1.6454, 1.3564], [-1.5584, -1.2534, 1.6398], [-2.0808, 0.0102, 1.2655], [-3.4051, 0.3646, 1.4634], [-4.2509, -0.5185, 2.1981], [-5.5361, -0.1544, 2.4844], [-6.1793, 0.9276, 1.7745], [-5.2382, 2.1029, 1.5960], [-3.9304, 1.6674, 0.9362], [-6.4692, -1.0903, 3.0665], [-5.7847, -1.9429, 4.1145], [-4.5875, -2.6663, 3.5031], [-3.7380, -1.7699, 2.6521], [-2.4479, -2.1340, 2.3126], [0.8754, 0.2557, 2.5338], [1.9966, 0.9822, 2.8288], [1.9565, 2.4628, 3.2702], [2.7198, 2.6632, 4.5863], [0.5208, 2.9398, 3.4776], [2.6210, 3.3400, 2.1968], [3.3135, 0.3536, 2.6305], [4.3661, 1.0196, 2.7795], [5.7558, 0.0724, 1.2509], [6.4759, -1.4640, 0.6814], [4.9120, -0.8793, 0.0029], [4.0494, -3.7207, 2.3042], [4.1690, -3.2150, 0.5906], [5.6358, -3.6089, 1.5114], [5.0043, -2.1429, 4.1107], [6.5372, -2.1074, 3.1902], [5.7031, -0.5852, 3.6078], [2.2469, -2.6826, 1.3940], [-0.0494, -2.5919, 0.8268], [-1.4203, 0.7026, 0.7400], [-6.5307, 0.5697, 0.7888], [-7.0604, 1.2281, 2.3563], [-5.7283, 2.8655, 0.9859], [-5.0144, 2.5449, 2.5738], [-3.1719, 2.4502, 1.0801], [-4.0790, 1.5831, -0.1549], [-7.2843, -0.5058, 3.5101], [-6.9053, -1.7263, 2.2740], [-5.4462, -1.3054, 4.9395], [-6.5011, -2.6599, 4.5179], [-3.9743, -3.0956, 4.3039], [-4.9475, -3.5130, 2.8989], [-2.0626, -3.1033, 2.6341], [-0.1124, 0.6794, 2.7191], [3.7664, 2.3765, 4.4542], [2.6710, 3.7190, 4.8813], [2.2769, 2.0477, 5.3769], [-0.0506, 2.8983, 2.5403], [0.0168, 2.3325, 4.2401], [0.5300, 3.9836, 3.8183], [2.1196, 3.2066, 1.2288], [2.5657, 4.3949, 2.4959], [3.6704, 3.0482, 2.0873], [-2.6927, 0.9947, -5.9231], [-3.2863, 1.3165, -4.7287], [-3.7407, 2.5987, -4.8445], [-4.3943, 0.5106, -4.6115], [-2.3298, 1.1385, -3.5846], [-2.3592, 1.9977, -2.4848], [-1.3780, 1.8824, -1.5142], [-0.3912, 0.8561, -1.6004], [0.6337, 0.6920, -0.6400], [1.7193, -0.1221, -0.9196], [2.6812, -0.7731, -1.1230], [-0.4829, -0.0778, -2.6688], [-1.4300, 0.0787, -3.6616], [-3.1342, 2.7594, -2.4040], [-1.3457, 2.5956, -0.6830], [0.7002, 1.3563, 0.2225], [0.2071, -0.9229, -2.7099], [-1.4606, -0.6079, -4.5025]], "lowdin_charge": [-0.050, -0.547, -0.079, -0.055, -0.083, 0.008, -0.215, 0.046, -0.201, 0.020, -0.123, -0.106, -0.102, -0.176, -0.171, -0.144, -0.181, -0.177, -0.158, -0.153, 0.012, 0.023, -0.066, -0.544, -0.055, -0.072, -0.041, -0.260, -0.004, 0.074, 0.080, 0.058, 0.083, 0.084, 0.081, 0.084, 0.079, 0.071, 0.111, 0.132, 0.086, 0.134, 0.116, 0.110, 0.117, 0.116, 0.117, 0.116, 0.133, 0.120, 0.108, 0.115, 0.121, 0.122, 0.103, 0.073, 0.080, 0.086, 0.080, 0.088, 0.083, 0.085, 0.083, 0.078, 0.089, -0.533, 0.095, 0.089, -0.184, -0.053, -0.069, -0.265, -0.158, -0.319, 0.120, -0.034, -0.041, 0.111, 0.103, 0.079, 0.103, 0.114]}

---

4.
{"formula": "C36H40MgO3P2S", "method": "the ωB97M-V functional and the def2-TZVPD basis", "molar_mass_da": 639.03, "max_force_ha_per_bohr": 0.0373, "e_homo_ev": -8.00, "relative_energy_kj_mol": 76.9, "symbols": ["Mg", "C", "C", "C", "C", "C", "C", "C", "C", "C", "H", "H", "H", "H", "H", "H", "H", "H", "H", "H", "H", "H", "H", "H", "H", "P", "P", "C", "C", "C", "C", "C", "C", "C", "C", "C", "C", "C", "C", "C", "C", "C", "C", "C", "C", "C", "C", "C", "C", "C", "C", "C", "C", "H", "H", "H", "H", "H", "H", "H", "H", "H", "H", "H", "H", "H", "H", "H", "H", "H", "H", "H", "H", "H", "H", "C", "S", "O", "O", "O", "H", "H", "H"], "xyz": [[1.6768, -1.5809, -1.8465], [-2.5506, 0.2232, 0.3604], [-2.9439, 0.1910, -0.9279], [-3.3448, 1.3184, -1.8382], [-2.0990, 1.8511, -2.5482], [-1.0497, 2.4984, -1.6800], [-0.9956, 2.6447, -0.3509], [-2.1616, 2.7730, 0.6137], [-2.5668, 1.4304, 1.2665], [3.1770, -0.1989, -1.5728], [-2.2767, -0.7447, 0.8205], [-3.0438, -0.7885, -1.4333], [-3.8276, 2.1542, -1.3417], [-4.0711, 0.9586, -2.5920], [-1.7267, 0.9977, -3.1351], [-2.3422, 2.5877, -3.3221], [-0.2126, 2.8913, -2.2878], [-0.0258, 2.9189, 0.1044], [-3.0614, 3.1457, 0.1041], [-1.8699, 3.4498, 1.4338], [-1.9001, 1.1768, 2.1087], [-3.5840, 1.5201, 1.6882], [3.6011, -0.4477, -0.5897], [2.8428, 0.8408, -1.4746], [3.9340, -0.2699, -2.3751], [0.1601, -2.3080, -8.5692], [2.1344, 0.2638, -8.9980], [-0.4074, -0.7468, -9.2920], [0.4209, 0.2984, -9.5302], [-0.5863, -3.4359, -9.8810], [-1.7096, -3.0856, -10.6476], [-2.2216, -3.9590, -11.6107], [-1.6406, -5.2062, -11.8232], [-0.4945, -5.5424, -11.1001], [0.0428, -4.6671, -10.1549], [-0.9409, -2.4297, -7.1190], [-0.7186, -1.5291, -6.0569], [-1.5401, -1.5501, -4.9280], [-2.6128, -2.4568, -4.8547], [-2.8369, -3.3465, -5.9179], [-1.9959, -3.3460, -7.0384], [2.7313, 0.9224, -10.6378], [2.5794, 0.1314, -11.7916], [2.9544, 0.6411, -13.0354], [3.4737, 1.9320, -13.1690], [3.6213, 2.7017, -12.0183], [3.2753, 2.2019, -10.7607], [2.1759, 1.7857, -8.0084], [3.3232, 1.9648, -7.2170], [3.4766, 3.1343, -6.4819], [2.4783, 4.1186, -6.4846], [1.3235, 3.9130, -7.2488], [1.1531, 2.7405, -7.9968], [-1.4826, -0.6681, -9.4957], [0.0530, 1.1803, -10.0712], [-2.1884, -2.1147, -10.5324], [-3.0896, -3.6542, -12.1900], [-2.0889, -5.9066, -12.5254], [-0.0256, -6.5045, -11.2772], [0.9650, -4.9287, -9.6337], [0.0851, -0.7966, -6.1276], [-1.3686, -0.8541, -4.0973], [-3.2763, -2.4586, -3.9773], [-3.6820, -4.0431, -5.8723], [-2.1850, -4.0400, -7.8583], [2.1065, -0.8509, -11.7296], [2.8367, 0.0361, -13.9267], [3.7915, 2.3204, -14.1414], [4.0147, 3.7097, -12.0897], [3.3654, 2.8447, -9.8841], [4.0943, 1.1961, -7.2110], [4.3733, 3.2811, -5.8867], [2.5800, 5.0178, -5.8642], [0.5317, 4.6685, -7.2531], [0.2401, 2.6024, -8.5794], [0.1150, -2.0063, 2.2259], [0.7260, -1.4607, 0.5942], [1.1873, -0.1317, 0.9365], [1.7945, -2.4286, 0.0902], [-0.1819, -1.4656, -0.6446], [1.0333, -2.3639, 2.7230], [-0.5961, -2.8350, 2.1118], [-0.3139, -1.2224, 2.8744]], "lowdin_charge": [0.942, -0.120, -0.115, -0.200, -0.199, -0.108, -0.100, -0.184, -0.191, -0.238, 0.090, 0.102, 0.093, 0.113, 0.085, 0.109, 0.105, 0.109, 0.096, 0.110, 0.101, 0.114, -0.023, -0.029, -0.047, 1.004, 1.004, -0.344, -0.365, -0.371, -0.101, -0.087, -0.089, -0.091, -0.107, -0.392, -0.107, -0.090, -0.085, -0.083, -0.088, -0.367, -0.103, -0.093, -0.094, -0.089, -0.088, -0.428, -0.118, -0.087, -0.083, -0.082, -0.089, 0.067, 0.085, 0.085, 0.102, 0.103, 0.100, 0.097, 0.097, 0.080, 0.104, 0.105, 0.099, 0.102, 0.098, 0.104, 0.100, 0.097, 0.100, 0.102, 0.106, 0.104, 0.092, -0.123, 0.493, -0.327, -0.446, -0.437, 0.071, 0.066, 0.071]}